[1]
Entry from the OMol25 dataset: a 7-piece molecular cluster, C38H77BClFO21P overall (wB97M-V/def2-TZVPD).

```
140
Properties=species:S:1:pos:R:3:lowdin_charge:R:1
C -9.0326 -1.1119 -5.4963 -0.150
C -8.8158 -1.1495 -3.9768 -0.414
P -7.9886 -2.6231 -3.2170 1.032
C -9.2250 -3.9293 -3.6769 -0.437
C -10.3711 -3.9938 -2.6650 -0.190
C -6.5946 -2.9165 -4.4120 -0.461
O -5.8932 -1.7141 -4.5010 -0.058
B -4.5923 -1.8136 -3.7510 -0.827
C -3.3584 -1.2959 -4.6831 -0.096
C -3.4166 -1.7596 -6.1451 -0.192
C -2.8947 -0.7677 -7.1786 -0.201
F -3.9074 -0.3718 -8.0797 -0.099
C -4.6920 -0.9469 -2.3316 -0.134
C -4.3819 -1.7129 -1.0627 -0.711
C -4.6127 -0.9295 0.2153 -0.151
Cl -2.6285 -2.2253 -1.0805 0.620
O -4.4752 -3.2876 -3.4764 -0.019
C -5.5975 -3.9883 -3.8961 -0.363
C -5.2068 -4.9851 -4.9909 -0.125
C -6.2799 -6.0145 -5.2989 -0.254
O -6.2302 -6.5056 -6.6436 -0.085
H -8.8922 -0.1017 -5.8830 0.065
H -8.3312 -1.7471 -6.0333 0.052
H -10.0436 -1.4258 -5.7655 0.058
H -9.7857 -1.0902 -3.4707 0.053
H -8.2449 -0.2807 -3.6507 0.060
H -8.7197 -4.8973 -3.7212 0.055
H -9.6302 -3.7326 -4.6743 0.072
H -10.9268 -3.0534 -2.6477 0.052
H -9.9946 -4.1760 -1.6574 0.057
H -11.0843 -4.7817 -2.9197 0.059
H -6.9623 -3.2178 -5.4062 0.115
H -2.4279 -1.6545 -4.2241 0.087
H -3.3131 -0.1984 -4.6454 0.091
H -4.4528 -1.9832 -6.4206 0.104
H -2.8508 -2.6899 -6.2577 0.105
H -2.0969 -1.1836 -7.8013 0.100
H -2.5296 0.1469 -6.7046 0.103
H -5.7254 -0.5871 -2.2182 0.093
H -4.0538 -0.0522 -2.3309 0.093
H -4.9433 -2.6470 -1.0411 0.093
H -4.1347 0.0504 0.1430 0.067
H -4.2203 -1.4482 1.0911 0.057
H -5.6874 -0.7707 0.3376 0.076
H -6.0471 -4.5457 -3.0518 0.135
H -4.9798 -4.3966 -5.8911 0.116
H -4.2758 -5.4667 -4.6824 0.125
H -6.1678 -6.8796 -4.6386 0.115
H -7.2744 -5.5892 -5.1359 0.090
H -5.5508 -5.9986 -7.1071 0.071
C 0.2527 -3.9698 -0.5750 -0.093
C 1.2025 -3.5391 -1.6648 -0.193
O 2.4162 -2.9619 -1.1243 0.036
C 3.3317 -3.8251 -0.7142 -0.617
O 3.2891 -5.0262 -0.8058 0.116
O 4.3719 -3.1334 -0.2287 -0.002
C 5.4477 -3.9453 0.2418 -0.048
H 0.0390 -3.1360 0.0938 0.066
H -0.6883 -4.2901 -1.0209 0.053
H 0.6645 -4.7936 0.0084 0.076
H 0.7700 -2.7386 -2.2612 0.119
H 1.4683 -4.3642 -2.3240 0.122
H 5.7627 -4.6506 -0.5249 0.089
H 5.1521 -4.4946 1.1346 0.098
H 6.2573 -3.2611 0.4782 0.091
C 11.5017 -3.0736 2.8533 -0.063
C 10.6639 -4.1804 3.4528 -0.202
O 9.6203 -4.6020 2.5529 0.041
C 10.0042 -5.4314 1.5867 -0.606
O 11.1187 -5.8675 1.4331 0.103
O 8.9524 -5.7037 0.8217 0.007
C 9.2202 -6.5702 -0.2873 -0.029
H 10.8689 -2.2398 2.5489 0.083
H 12.2185 -2.7124 3.5916 0.082
H 12.0536 -3.4311 1.9848 0.068
H 10.1308 -3.8384 4.3373 0.123
H 11.2727 -5.0436 3.7199 0.119
H 9.7125 -7.4802 0.0478 0.095
H 9.8472 -6.0630 -1.0186 0.099
H 8.2501 -6.7985 -0.7170 0.094
C 14.3056 -5.9023 2.0661 -0.061
C 15.1322 -5.3012 0.9555 -0.198
O 16.3416 -4.6885 1.4526 0.037
C 17.3419 -5.5241 1.7073 -0.616
O 17.3537 -6.7121 1.5088 0.119
O 18.3716 -4.8122 2.1749 0.001
C 19.5348 -5.5867 2.4775 -0.043
H 14.0972 -5.1518 2.8310 0.078
H 13.3564 -6.2593 1.6710 0.058
H 14.8313 -6.7347 2.5336 0.080
H 14.6032 -4.4840 0.4687 0.122
H 15.3949 -6.0441 0.2035 0.123
H 19.8325 -6.1863 1.6199 0.094
H 19.3448 -6.2422 3.3261 0.097
H 20.3082 -4.8660 2.7249 0.092
C 0.3623 1.3510 -1.7781 -0.056
C 0.0888 1.2399 -0.2962 -0.197
O 0.0250 2.5391 0.3356 0.033
C -1.1227 3.1906 0.1891 -0.613
O -2.1124 2.7970 -0.3666 0.131
O -1.0127 4.3706 0.8191 -0.008
C -2.1920 5.1739 0.7588 -0.043
H 1.2655 1.9364 -1.9580 0.079
H 0.5011 0.3544 -2.1972 0.076
H -0.4746 1.8215 -2.2922 0.079
H 0.9026 0.7351 0.2203 0.122
H -0.8371 0.6972 -0.1079 0.115
H -3.0609 4.6235 1.1134 0.098
H -2.3743 5.5133 -0.2600 0.099
H -1.9979 6.0258 1.4050 0.075
C -0.1617 8.4127 2.6082 -0.061
C -0.2638 8.2175 4.1030 -0.201
O -0.2784 9.4787 4.8031 0.040
C -1.4484 10.1071 4.8236 -0.608
O -2.4840 9.7056 4.3537 0.112
O -1.2931 11.2666 5.4620 0.008
C -2.4901 12.0445 5.5846 -0.030
H 0.7045 9.0271 2.3610 0.083
H -0.0495 7.4461 2.1158 0.073
H -1.0542 8.8992 2.2161 0.078
H 0.6118 7.7049 4.4948 0.124
H -1.1524 7.6490 4.3743 0.123
H -3.2848 11.4659 6.0515 0.087
H -2.8191 12.3911 4.6060 0.100
H -2.2230 12.8893 6.2115 0.094
C -9.2058 11.0217 8.0021 -0.066
C -8.1795 9.9177 8.1268 -0.213
O -7.8322 9.3690 6.8438 0.036
C -6.9537 10.0801 6.1363 -0.613
O -6.4081 11.0926 6.5017 0.111
O -6.7377 9.4525 4.9864 0.014
C -5.7959 10.1065 4.1241 -0.025
H -10.0834 10.6650 7.4623 0.081
H -9.5188 11.3484 8.9944 0.078
H -8.7905 11.8775 7.4721 0.075
H -8.5779 9.0701 8.6809 0.122
H -7.2748 10.2683 8.6221 0.121
H -4.8679 10.3053 4.6510 0.060
H -6.2204 11.0363 3.7475 0.100
H -5.6087 9.4159 3.3085 0.099
```

Calculated values
Multiplicity: 1
Net charge: -1
Orbital gap in eV: 6.360
HOMO in eV: -4.77
Lowest unoccupied orbital energy in eV: 1.587

[2]
Entry from the OMol25 dataset: a 30-piece molecular cluster, C38H77Cl58NOPS overall (wB97M-V/def2-TZVPD).

```
177
Properties=species:S:1:pos:R:3:lowdin_spin:R:1
C 3.9649 3.2938 1.4673 0.004
C 3.7382 3.2893 -0.0689 0.025
C 4.4295 4.5467 -0.6214 -0.001
C 2.2498 3.3968 -0.4323 0.017
C 1.4069 2.1097 -0.3185 0.001
P 0.7655 1.7785 1.3561 0.000
S -0.7733 2.8447 1.9118 0.000
C 2.1572 0.9215 -0.9539 0.016
C 3.6509 0.7928 -0.6151 0.025
C 3.8746 0.1606 0.7772 0.005
C 4.2627 -0.1686 -1.6497 -0.002
N 4.3501 2.1055 -0.7439 0.376
O 4.7850 2.3505 -1.9226 0.527
H 3.0408 3.4838 2.0100 0.000
H 4.4312 2.3911 1.8460 0.001
H 4.6304 4.1158 1.7294 0.000
H 4.1020 4.7644 -1.6329 0.000
H 4.1181 5.3882 0.0028 0.000
H 5.5108 4.4416 -0.5741 0.000
H 2.1857 3.7028 -1.4800 0.001
H 1.8110 4.2162 0.1420 0.002
H 0.5025 2.2865 -0.9048 0.001
H 1.8275 1.8531 2.2524 0.000
H 0.4370 0.4106 1.3638 0.000
H 2.0287 0.9583 -2.0362 0.001
H 1.6868 -0.0110 -0.6327 0.001
H 3.0210 0.2669 1.4433 0.000
H 4.0401 -0.9083 0.6644 0.000
H 4.7671 0.5551 1.2561 0.002
H 3.8722 -1.1673 -1.4487 0.000
H 5.3479 -0.1821 -1.5796 0.000
H 3.9547 0.0924 -2.6590 0.000
C 1.1678 1.7699 5.2998 0.000
Cl 0.6105 0.7884 6.6625 0.000
Cl 2.6484 1.1156 4.5733 0.000
H 0.3891 1.7872 4.5433 0.000
H 1.3778 2.7675 5.6527 0.000
C -2.7069 4.9416 -0.1628 0.000
Cl -4.4497 5.2650 -0.1530 0.000
Cl -2.2155 3.9660 -1.5534 0.000
H -2.1849 5.8869 -0.2015 0.000
H -2.4494 4.3912 0.7327 0.000
C 5.5405 -8.0082 0.9247 0.000
Cl 4.0364 -7.0738 0.9119 0.000
Cl 6.9408 -7.0979 0.3665 0.000
H 5.7263 -8.3321 1.9416 0.000
H 5.4061 -8.8608 0.2719 0.000
C -3.3205 8.9787 -1.4941 0.000
Cl -2.5628 10.4267 -2.1630 0.000
Cl -2.5830 8.5245 0.0484 0.000
H -4.3741 9.1722 -1.3344 0.000
H -3.1767 8.1671 -2.1994 0.000
C 3.6285 7.7715 -2.3874 0.000
Cl 2.1344 6.8345 -2.2279 0.000
Cl 4.7497 7.0446 -3.5422 0.000
H 3.3680 8.7637 -2.7379 0.000
H 4.1076 7.8162 -1.4165 0.000
C -1.3863 -4.9484 6.6445 0.000
Cl -2.9955 -4.2303 6.4561 0.000
Cl -0.8900 -5.8408 5.2026 0.000
H -0.6710 -4.1520 6.8121 0.000
H -1.4156 -5.6328 7.4833 0.000
C -0.7058 -7.8164 2.0574 0.000
Cl -1.2191 -9.3932 1.4596 0.000
Cl 1.0494 -7.7786 2.2782 0.000
H -0.9835 -7.0643 1.3280 0.000
H -1.1873 -7.6302 3.0076 0.000
C 0.0387 7.6281 -5.4255 0.000
Cl -0.7640 6.2410 -6.1797 0.000
Cl -0.9699 8.4207 -4.2113 0.000
H 0.9453 7.2788 -4.9440 0.000
H 0.2481 8.3689 -6.1887 0.000
C 1.6201 5.8953 6.3701 0.000
Cl 0.1247 4.9660 6.5504 0.000
Cl 2.8475 4.9928 5.4675 0.000
H 1.3719 6.7794 5.7982 0.000
H 2.0086 6.1394 7.3510 0.000
C 0.9570 11.4664 -7.6391 0.000
Cl 1.2998 9.7480 -7.9090 0.000
Cl 2.3984 12.4664 -7.8258 0.000
H 0.2164 11.7810 -8.3642 0.000
H 0.5845 11.5820 -6.6276 0.000
C -1.2103 -0.1347 -2.9973 0.000
Cl 0.2155 -0.7972 -3.8052 0.000
Cl -1.1529 -0.3391 -1.2402 0.000
H -1.2735 0.9276 -3.2024 0.000
H -2.0800 -0.6544 -3.3808 0.000
C -3.3847 -8.4273 -2.0299 0.000
Cl -2.9810 -7.3493 -0.6882 0.000
Cl -5.1109 -8.8006 -2.1149 0.000
H -3.0849 -7.9182 -2.9373 0.000
H -2.8399 -9.3535 -1.8907 0.000
C -3.8504 10.0623 -6.3342 0.000
Cl -4.4041 8.9611 -5.0660 0.000
Cl -2.4709 9.4202 -7.2382 0.000
H -4.6693 10.2119 -7.0291 0.000
H -3.5603 10.9991 -5.8745 0.000
C -7.8262 9.7252 -8.2475 0.000
Cl -6.8516 11.0477 -8.9119 0.000
Cl -7.2881 9.2879 -6.6224 0.000
H -8.8635 10.0343 -8.2135 0.000
H -7.6695 8.8555 -8.8750 0.000
C -4.7380 6.9713 -9.5089 0.000
Cl -6.5006 6.7736 -9.5512 0.000
Cl -4.2202 8.3977 -10.4096 0.000
H -4.4296 7.0819 -8.4750 0.000
H -4.2900 6.0945 -9.9596 0.000
C -4.1353 4.0607 5.6660 0.000
Cl -3.7544 5.4782 4.6758 0.000
Cl -2.8030 3.6101 6.7338 0.000
H -4.9998 4.2941 6.2751 0.000
H -4.3388 3.2288 5.0028 0.000
C -0.8686 7.5874 3.7425 0.000
Cl -0.0863 6.5735 2.5274 0.000
Cl 0.2499 8.7614 4.4661 0.000
H -1.6757 8.1362 3.2720 0.000
H -1.2427 6.9447 4.5317 0.000
C 2.4645 -10.9236 1.3736 0.000
Cl 1.5236 -12.3675 0.9750 0.000
Cl 4.1934 -11.2881 1.5165 0.000
H 2.3269 -10.1877 0.5906 0.000
H 2.1191 -10.5421 2.3263 0.000
C -1.9748 -12.7343 -2.5303 0.000
Cl -1.4597 -11.6762 -1.2085 0.000
Cl -3.7320 -12.8950 -2.6031 0.000
H -1.6304 -12.3060 -3.4638 0.000
H -1.5412 -13.7140 -2.3714 0.000
C 9.4106 -10.7806 0.8601 0.000
Cl 10.3065 -9.7580 1.9863 0.000
Cl 7.6668 -10.4940 0.9439 0.000
H 9.7422 -10.5586 -0.1468 0.000
H 9.5963 -11.8179 1.1108 0.000
C -4.0884 -8.1799 5.5846 0.000
Cl -3.3406 -8.8679 4.1347 0.000
Cl -2.9495 -8.0027 6.9252 0.000
H -4.4669 -7.1938 5.3399 0.000
H -4.8916 -8.8366 5.8955 0.000
C -4.4330 -5.8526 9.5902 0.000
Cl -2.7434 -5.7494 10.1025 0.000
Cl -5.1625 -7.4114 9.9915 0.000
H -4.9920 -5.0705 10.0891 0.000
H -4.4619 -5.7261 8.5144 0.000
C -0.8695 -5.3311 -3.5749 0.000
Cl -0.7567 -4.0778 -4.8126 0.000
Cl -1.2215 -6.9183 -4.2932 0.000
H 0.0690 -5.3905 -3.0377 0.000
H -1.6839 -5.0816 -2.9052 0.000
C 3.1003 -13.4458 4.2953 0.000
Cl 4.2461 -14.4956 5.1443 0.000
Cl 3.1854 -11.7794 4.8693 0.000
H 3.3502 -13.4520 3.2406 0.000
H 2.0979 -13.8223 4.4582 0.000
C 0.8467 11.7021 -2.2898 0.000
Cl 1.5434 10.9681 -3.7417 0.000
Cl 2.0859 12.3992 -1.2413 0.000
H 0.1697 12.4902 -2.5969 0.000
H 0.3201 10.9307 -1.7408 0.000
C 7.0061 -16.0577 3.2465 0.000
Cl 8.2985 -14.8759 2.9923 0.000
Cl 7.6088 -17.5663 3.9439 0.000
H 6.2816 -15.6275 3.9272 0.000
H 6.5543 -16.2807 2.2875 0.000
C -8.6404 -7.9924 -1.7329 0.000
Cl -9.6005 -9.4211 -2.1360 0.000
Cl -9.5769 -6.4992 -1.8722 0.000
H -8.2944 -8.0878 -0.7109 0.000
H -7.8027 -7.9366 -2.4165 0.000
C 1.8926 -4.2084 10.2761 0.000
Cl 0.1951 -4.6973 10.1613 0.000
Cl 2.9158 -5.0962 9.1426 0.000
H 1.9580 -3.1525 10.0435 0.000
H 2.2384 -4.4071 11.2830 0.000
C -4.3748 13.9819 -9.1305 0.000
Cl -3.3866 15.2718 -9.8205 0.000
Cl -3.8887 13.5808 -7.4768 0.000
H -5.4071 14.3095 -9.1104 0.000
H -4.2614 13.0951 -9.7428 0.000
```

Calculated values
Multiplicity: 2
Net charge: 0
Orbital gap (alpha / beta) in eV: 8.244 / 8.830
<S²>: 0.754
HOMO (alpha / beta) in eV: -8.27 / -8.85
Lowest unoccupied orbital energy (alpha / beta) in eV: -0.021 / -0.021

Number 1: DFT total energy -108862.7126 eV. Number 2: DFT total energy -790617.3803 eV.